Record 1
Computed, not measured: 2 unconnected molecules or ions with the total composition C3H6S in a non-equilibrium geometry, with wB97M-V/def2-TZVPD.

Geometry as XYZ:
```
10
Properties=species:S:1:pos:R:3:forces:R:3
C 3.286 1.031 0.401 -0.0977 2.0652 -1.7241
C 1.923 0.636 0.598 -1.1041 -0.7383 -0.4426
C -1.199 -1.218 0.365 0.5823 -2.1582 0.2063
S 2.796 -0.472 -0.377 -0.6596 -0.2990 -0.3647
H 3.530 1.979 -0.117 -0.2290 -0.7684 -0.0650
H 3.830 0.884 1.239 2.1276 -0.2301 2.5980
H -0.437 -0.410 0.425 -0.8527 -0.5815 -0.1709
H -1.969 -1.158 -0.412 0.8769 0.1426 -0.6074
H -1.873 -1.259 1.206 0.2688 0.3578 0.9586
H -0.688 -2.284 0.380 -0.9124 2.2100 -0.3881
```
Forces are in eV/Å.

total energy	-515.940698	Ha
energy above the lowest of the compared OMol25 structures with the same formula, charge and spin	3.405	eV
frontier orbital gap	9.3	eV

Record 2
Computed, not measured: C19H22N2O6S in the gas phase, with wB97M-V/def2-TZVPD.

Geometry as XYZ:
```
50
Properties=species:S:1:pos:R:3:forces:R:3
C 0.163 -1.172 2.686 -0.2144 0.3356 -0.1579
C -0.576 0.151 2.567 0.2422 -0.0752 0.4224
H -1.237 0.304 3.433 0.0617 0.0555 -0.1302
O -1.350 0.102 1.382 -0.1802 0.3148 -0.2074
C -2.072 1.192 1.014 0.0477 0.0435 -0.1391
C -2.121 2.391 1.714 0.1478 -0.0983 0.1445
C -2.883 3.448 1.243 -0.0224 -0.0465 -0.0432
C -3.613 3.320 0.077 -0.0142 0.0938 -0.0597
C -3.586 2.124 -0.619 0.0858 -0.1217 0.1076
C -2.826 1.055 -0.165 0.0810 0.3672 0.6652
N -2.822 -0.148 -0.894 -0.2233 -0.7225 0.4134
S -3.109 -1.648 -0.226 -0.7121 0.0215 0.1913
O -1.894 -2.328 0.151 0.0517 -0.0378 0.2310
O -3.921 -2.350 -1.174 -0.3103 -0.0832 -0.1744
C -4.102 -1.292 1.239 0.5980 0.0932 -0.6434
H -4.805 -0.510 0.983 -0.1547 0.1118 -0.0186
H -4.624 -2.210 1.483 0.0182 -0.1950 -0.1315
H -3.447 -0.995 2.045 0.1003 0.0856 0.1177
C -2.235 -0.160 -2.217 0.2216 -0.0384 -0.4006
H -2.693 0.611 -2.844 0.0983 -0.1451 0.0948
H -2.451 -1.141 -2.647 0.0538 0.1144 -0.1985
C -0.716 0.088 -2.197 -0.4006 -0.0762 0.0298
O -0.213 0.951 -2.885 0.0882 0.1490 -0.1893
N -0.065 -0.748 -1.361 -0.0805 -0.2811 0.1510
C 1.307 -0.829 -1.109 0.4375 0.1025 -0.0264
C 2.215 0.128 -1.540 0.0999 0.0641 -0.0278
C 3.567 -0.015 -1.252 0.0250 -0.1811 0.2048
C 4.021 -1.133 -0.548 0.0053 0.0512 -0.0939
C 3.103 -2.078 -0.106 0.1393 0.2276 -0.0930
C 1.759 -1.929 -0.378 0.0118 0.0544 -0.1180
H 1.048 -2.669 -0.044 -0.0687 -0.1177 0.0455
H 3.471 -2.929 0.444 0.0444 -0.1250 0.0576
O 5.355 -1.339 -0.281 -0.3030 -0.1170 0.1988
C 6.202 -0.536 -1.072 0.0876 0.4773 -0.2575
C 5.696 0.906 -1.082 0.4433 -0.3100 0.2378
H 5.648 1.277 -0.049 0.0101 -0.0048 -0.1192
O 4.420 0.971 -1.677 -0.3912 -0.1310 -0.1416
H 6.347 1.551 -1.673 -0.0131 -0.0640 0.0834
H 6.226 -0.916 -2.102 0.0278 0.0153 0.1020
H 7.197 -0.605 -0.631 -0.0596 0.0463 -0.0829
H 1.892 0.986 -2.103 -0.0344 0.0694 -0.0345
H -0.622 -1.417 -0.830 0.0987 0.2067 -0.1439
H -4.154 2.007 -1.528 -0.0917 -0.0454 -0.1081
H -4.203 4.144 -0.291 -0.0546 0.0723 -0.0420
H -2.899 4.374 1.796 -0.0040 0.0801 0.0523
H -1.550 2.517 2.620 0.0573 -0.0393 0.0756
H 0.137 0.984 2.519 -0.1332 -0.0311 0.0074
H 0.957 -1.224 1.947 0.0671 -0.0305 -0.0040
H 0.591 -1.271 3.680 0.0608 -0.0137 0.0958
H -0.528 -1.990 2.501 -0.0456 -0.1214 0.0570
```
Forces are in eV/Å.

total energy	-1696.342210	Ha
energy above the lowest of the compared OMol25 structures with the same formula, charge and spin	1.349	eV
SMILES string	CCOc1ccccc1N(CC(=O)Nc1ccc2c(c1)OCCO2)S(C)(=O)=O
frontier orbital gap	8.2	eV

Record 3
Computed, not measured: C5H7NO in the gas phase in a non-equilibrium geometry, with wB97M-V/def2-TZVPD.

Geometry as XYZ:
```
14
Properties=species:S:1:pos:R:3:forces:R:3
O -1.752 -1.069 1.376 -0.0992 0.3779 -0.3120
C -1.817 -0.164 0.538 -0.0866 -0.0228 0.1640
C -1.111 -0.120 -0.684 -0.0904 0.1149 0.3025
C 0.075 0.567 -1.091 -0.0207 0.3151 -0.1759
C 0.958 0.948 0.120 0.0630 0.1632 0.0611
C 1.071 -0.551 0.487 -0.0496 -0.0264 0.1777
N 0.233 -0.881 -0.704 -0.4794 -0.3102 0.1935
H -2.539 0.669 0.640 -0.0987 -0.0322 0.2020
H -0.169 -1.732 -1.074 1.0303 -0.3663 -0.4197
H 0.291 0.916 -2.099 -0.0593 -0.0889 0.1217
H 0.422 1.567 0.843 0.1377 -0.0549 -0.1344
H 1.910 1.414 -0.137 -0.0425 -0.1239 0.0520
H 0.579 -0.896 1.395 0.1156 0.1524 0.0132
H 2.100 -0.920 0.435 -0.3202 -0.0977 -0.2458
```
Forces are in eV/Å.

total energy	-324.561524	Ha
energy above the lowest of the compared OMol25 structures with the same formula, charge and spin	4.434	eV
SMILES string	[O-]/C=C1/[C@H]2CC[N@@H+]12
frontier orbital gap	8.9	eV

Record 4
Computed, not measured: a gas-phase ion, C18H24N3O6S (charge -1) in a non-equilibrium geometry, with wB97M-V/def2-TZVPD.

Geometry as XYZ:
```
52
Properties=species:S:1:pos:R:3:forces:R:3
C 5.930 1.796 0.619 -0.3251 0.2412 -0.2188
O 4.683 2.313 0.142 1.3435 -0.4256 0.4334
C 3.642 1.503 0.442 -3.3405 0.6750 -0.9181
N 2.490 2.158 -0.041 3.6250 0.7121 0.0808
N 1.403 1.526 0.228 -2.2854 -0.8450 0.5452
C 0.275 2.117 -0.036 0.4370 -0.8349 0.5126
C 0.160 3.500 -0.540 -0.1693 0.3917 -0.3701
C -0.907 1.187 0.247 0.0524 1.1208 1.9901
C -2.286 1.873 0.417 0.6778 0.3776 -0.7636
O -2.696 2.628 -0.465 0.0619 -0.5002 0.4967
N -3.025 1.576 1.512 -0.0943 -0.2900 0.7287
C -4.398 2.046 1.587 -0.0679 -0.0544 0.0909
C -2.627 0.650 2.581 -0.1449 0.2952 -0.1752
O 3.732 0.429 1.014 0.7110 0.1513 0.0712
H 6.657 2.572 0.387 0.1092 -0.0940 0.0465
H 5.889 1.608 1.697 0.0393 0.0140 -0.1468
H 6.182 0.860 0.109 0.0289 0.0999 0.0961
H -0.599 4.054 0.026 0.1141 0.0364 -0.2425
H 1.147 3.970 -0.441 -0.2831 -0.0874 -0.0482
H -0.136 3.496 -1.602 0.0157 0.2567 0.2112
H -0.604 0.641 1.158 -0.1300 0.2872 -0.4378
H -4.564 2.830 0.845 0.0868 -0.2368 0.1593
H -5.104 1.217 1.421 0.1653 0.1707 -0.0702
H -4.578 2.433 2.596 -0.0409 0.0720 -0.1214
H -1.538 0.628 2.698 -0.4500 -0.0340 0.0596
H -3.073 1.013 3.514 0.1180 -0.0471 -0.0813
H -3.002 -0.366 2.376 0.1739 0.3359 0.1845
C 2.352 -0.476 -4.134 0.1999 -0.3690 0.0350
C 2.050 0.001 -2.739 -0.3780 0.1632 0.4573
O 0.612 -0.025 -2.490 -0.2541 0.2142 0.3221
C 0.220 -0.456 -1.266 1.1412 -0.9538 0.5406
C -1.071 0.192 -0.806 -1.1161 -2.6181 -1.8371
S -2.454 -1.160 -0.073 0.3803 1.6390 -0.9851
C -1.657 -2.684 0.317 0.6067 -0.8692 0.0605
C -0.582 -2.699 1.219 -0.3491 -0.1110 0.0516
C -0.170 -3.906 1.777 -0.2049 0.1513 -0.1479
C -0.837 -5.090 1.455 -0.1157 0.0424 -0.1327
C -1.868 -5.076 0.512 0.1268 0.0736 0.0011
C -2.265 -3.880 -0.082 0.1794 0.4697 0.1499
O -3.454 -1.370 -1.161 0.2121 -0.3389 0.0231
O 0.851 -1.269 -0.618 -0.8111 0.7995 -0.8470
H 3.333 -0.089 -4.417 -0.0425 0.0106 -0.1085
H 2.428 -1.568 -4.129 -0.1915 0.0783 -0.2605
H 1.611 -0.152 -4.867 0.0609 0.0187 0.0976
H 2.517 -0.648 -1.996 0.0883 0.3112 -0.0336
H 2.345 1.046 -2.584 0.0003 -0.2730 0.0890
H -1.629 0.577 -1.676 0.0991 -0.2149 0.3248
H -0.069 -1.773 1.460 -0.0744 -0.1999 0.0528
H 0.668 -3.903 2.470 -0.1658 -0.0693 -0.1114
H -0.556 -6.026 1.939 -0.0165 0.2082 -0.1688
H -2.382 -5.993 0.232 0.1686 0.0997 0.0839
H -3.045 -3.833 -0.839 0.0276 -0.0507 0.2304
```
Forces are in eV/Å.

net charge	-1
total energy	-1714.173940	Ha
energy above the lowest of the compared OMol25 structures with the same formula, charge and spin	0.000	eV
frontier orbital gap	6.0	eV

Record 5
Computed, not measured: 12 unconnected molecules or ions with the total composition C7H34O12 in a non-equilibrium geometry, with wB97M-V/def2-TZVPD.

Geometry as XYZ:
```
53
Properties=species:S:1:pos:R:3:forces:R:3
C -0.525 2.337 0.573 -0.4011 1.2067 0.5617
C -1.887 2.292 1.325 -0.3003 1.0478 0.0449
C -0.672 1.198 -1.626 1.6561 -3.2395 1.8207
C -0.359 1.147 -0.311 -0.0530 0.0698 -1.7307
C 0.145 -0.042 0.346 0.4312 -0.8146 0.1461
C 1.014 -0.908 -0.200 -1.2998 0.0264 1.6534
C 1.618 -2.055 0.539 -0.4378 0.5995 1.0848
H 0.332 2.462 1.305 -0.8994 -0.5678 -0.7510
H -1.958 3.183 2.011 0.1522 -0.9099 -0.5226
H -2.021 1.372 1.912 0.0109 0.2232 -0.2280
H -1.012 2.027 -2.081 -1.1862 3.0027 -1.3391
H -0.584 0.330 -2.302 -0.1247 0.4951 0.8892
H -0.221 -0.150 1.385 0.5007 -0.0931 -0.6732
H 1.349 -0.819 -1.192 0.2576 0.5237 -1.0557
H 0.943 -2.466 1.316 0.4691 0.1312 -0.4069
H 1.935 -2.823 -0.123 0.2510 -0.8317 -0.5881
H 2.528 -1.687 1.017 0.1065 -0.1987 0.1754
H -1.800 -1.880 3.252 1.0180 -0.1823 -0.8351
H -1.328 -2.000 1.779 -0.8697 0.0223 -1.5512
O -1.009 -2.000 2.670 -0.2413 0.1236 2.7406
H 1.561 -1.045 4.064 0.6338 -0.8513 1.0229
H 0.368 -1.049 3.076 -0.2501 -0.3020 0.1591
O 1.129 -0.532 3.410 -0.5440 0.6010 -0.7606
H 0.330 2.578 3.520 -1.2507 0.5473 -0.0335
H 0.993 1.170 3.652 -0.1901 0.5135 0.0471
O 1.153 2.138 3.596 1.2586 -0.5990 0.3551
H -2.947 -0.157 -2.861 -1.3064 0.3467 3.5873
H -1.802 -0.770 -3.642 -1.3071 0.8474 -0.1917
O -2.645 -0.241 -3.712 2.6594 -1.2834 -3.8649
H 2.177 0.166 2.187 0.7671 1.2125 -0.3895
H 2.510 1.693 2.301 -0.1669 -0.2301 -0.0206
O 2.749 0.894 1.806 -0.0531 -0.8479 0.2153
H 1.344 1.323 -3.211 -0.1744 0.2081 -0.0368
H 2.400 0.674 -2.255 -0.7580 -0.1408 -1.3979
O 1.909 0.551 -3.153 1.1151 -0.0438 1.3764
H 0.895 -0.763 -3.285 -0.5388 -0.5385 -0.3212
H 0.481 -1.868 -4.318 -0.0033 -0.0737 -0.1690
O 0.217 -1.494 -3.475 0.5492 0.6209 0.1640
H -2.834 -0.633 -0.624 0.4054 -0.3956 0.4928
H -2.866 0.895 -0.851 -0.6193 -1.3685 -0.4354
O -3.304 0.041 -1.113 -0.3466 1.9865 0.1136
H -1.514 -2.334 -0.377 0.1979 -0.0137 -0.0936
H -2.872 -2.555 0.230 -1.6060 -1.2152 0.0254
O -2.159 -1.958 0.275 1.3970 0.7032 -0.0338
H 0.163 3.594 -0.848 -1.8012 -0.3029 1.7027
H -2.750 2.432 0.600 1.1135 -0.3848 0.7106
O -0.618 3.539 -0.192 1.7431 0.4002 -1.4890
H -0.383 -2.555 -2.247 0.5395 0.4031 -0.5980
H 0.282 -3.468 -1.165 -0.3062 0.2227 -0.3037
O -0.564 -3.149 -1.511 -0.3255 -0.8183 0.9150
H 3.001 0.856 0.148 -0.3429 -0.0611 0.2160
H 3.892 1.569 -0.811 1.7230 1.4826 -0.2782
O 3.217 0.938 -0.807 -1.2520 -1.2599 -0.1208
```
Forces are in eV/Å.

total energy	-1189.974906	Ha
energy above the lowest of the compared OMol25 structures with the same formula, charge and spin	1.606	eV
SMILES string	C=C(/C=C/C)[C@H](C)O.O.O.O.O.O.O.O.O.O.O.O
frontier orbital gap	8.8	eV

Record 6
Computed, not measured: C3H5NO2 in the gas phase in a non-equilibrium geometry, with wB97M-V/def2-TZVPD.

Geometry as XYZ:
```
11
Properties=species:S:1:pos:R:3:forces:R:3
N 1.600 0.474 0.960 -0.2640 0.3012 -0.4187
C 1.109 0.955 -0.094 0.3384 0.3083 0.6427
O -0.272 -1.084 -0.998 -1.5876 1.6574 -0.5105
C -0.964 -1.146 0.216 -0.5564 -0.1915 0.8598
C -1.084 0.166 -0.354 0.5632 -0.7855 -0.8728
O -0.227 1.210 -0.296 0.2157 0.1323 0.7392
H 2.622 0.508 0.896 -0.3341 -0.2019 -0.0219
H 1.639 1.356 -0.939 0.4881 0.0583 -0.3064
H -0.436 -1.353 1.131 0.4229 -0.0665 0.1596
H -1.910 -1.668 0.098 -0.0806 -0.3859 0.4283
H -2.077 0.582 -0.621 0.7944 -0.8261 -0.6992
```
Forces are in eV/Å.

total energy	-322.443616	Ha
energy above the lowest of the compared OMol25 structures with the same formula, charge and spin	3.557	eV
SMILES string	[H]/N=C/O[C@@H]1CO1
frontier orbital gap	10.9	eV

Results for lowest unoccupied orbital energy: -0.4, 0.5, 0.9, 2.7, 0.1, 1.0 (in eV, following the order of the records).